[1]
Computed, not measured: a structure of composition C31H94O16 at a distorted geometry, with the ωB97M-V functional and the def2-TZVPD basis.

Calculated values
**Spin multiplicity**: 1
**Total charge**: 0
**Orbital gap**: 7.62 eV

Last column: Mulliken charge in e.
Cartesian coordinates (Å):
C (-3.51160, 0.81940, 0.22619)  -0.99
O (-3.85049, -0.46893, -0.23095)  -0.39
H (-2.43700, 0.99012, 0.29079)  0.05
H (-3.97403, 1.52125, -0.46784)  0.41
H (-3.85123, 0.99746, 1.24651)  0.49
H (-4.70900, -0.39986, -0.65497)  0.51
C (2.44319, -1.95649, -2.72085)  -0.99
C (1.78797, -3.17307, -2.11886)  0.69
C (0.25834, -3.05631, -1.93519)  -0.49
O (2.10175, -4.25644, -2.89007)  -0.67
H (3.52587, -2.07772, -2.75552)  0.20
H (2.15260, -1.02697, -2.23131)  -0.52
H (2.14745, -1.84950, -3.76450)  0.71
H (2.14300, -3.39590, -1.11268)  -0.33
H (-0.08796, -2.46590, -1.08690)  -0.75
H (-0.12451, -4.07684, -1.92794)  1.44
H (-0.27166, -2.67728, -2.80900)  -0.25
H (1.71083, -4.16278, -3.76186)  0.52
C (-0.70903, -0.64335, -4.03414)  -2.60
C (-1.92994, -1.60432, -3.99912)  -0.05
C (-2.55714, -1.67352, -2.59206)  -1.05
O (-2.99261, -1.01783, -4.71770)  -0.68
H (-0.34504, -0.62213, -5.06135)  0.79
H (0.12146, -0.86659, -3.36440)  -0.05
H (-1.03157, 0.38681, -3.88301)  0.57
H (-1.69761, -2.56333, -4.46219)  0.49
H (-1.89577, -2.31202, -2.00639)  -0.22
H (-3.44517, -2.30553, -2.59993)  0.53
H (-2.71348, -0.70870, -2.10958)  0.56
H (-3.81701, -1.31948, -4.32914)  0.42
C (3.16626, -1.43330, -0.21264)  -1.13
C (2.54631, -1.60798, 1.21414)  1.43
C (3.21683, -2.80662, 1.90381)  -1.58
O (2.88247, -0.40417, 1.91617)  -0.03
H (4.23982, -1.25819, -0.14269)  0.31
H (2.71267, -0.55221, -0.66658)  -0.14
H (3.12202, -2.33782, -0.81926)  0.44
H (1.47778, -1.70597, 1.02243)  0.45
H (2.62540, -3.06855, 2.78113)  0.51
H (4.26293, -2.63486, 2.15734)  0.51
H (3.22027, -3.67197, 1.24105)  0.50
H (3.76982, -0.52154, 2.26323)  0.78
C (-2.49701, 0.30790, 2.99215)  -1.30
C (-2.02197, -0.68387, 4.03111)  -0.43
C (-3.22411, -1.23022, 4.87938)  -1.75
O (-1.44084, -1.76564, 3.36729)  -0.23
H (-2.85505, 1.25784, 3.38904)  0.58
H (-3.36191, -0.05212, 2.43497)  1.09
H (-1.73661, 0.64105, 2.28582)  0.20
H (-1.27902, -0.21775, 4.67830)  0.75
H (-3.89582, -1.81958, 4.25524)  0.40
H (-3.90483, -0.49291, 5.30494)  0.40
H (-2.83483, -1.82865, 5.70305)  0.41
H (-2.09666, -2.11905, 2.76181)  0.49
C (-0.43004, -4.01217, 0.09040)  0.06
C (-0.17769, -4.54577, 1.46186)  -1.15
C (1.34582, -4.43642, 1.80653)  -0.05
O (-0.92319, -3.84004, 2.44496)  -0.44
H (0.04295, -3.03592, -0.01590)  -0.51
H (-1.48658, -3.79141, -0.06155)  0.06
H (-0.02783, -4.68597, -0.66612)  0.80
H (-0.47419, -5.57940, 1.64022)  0.46
H (1.76796, -3.43214, 1.84277)  -1.60
H (1.83831, -4.90217, 0.95293)  0.74
H (1.65904, -4.91041, 2.73676)  0.37
H (-1.81263, -3.88338, 2.08631)  0.42
C (-0.28805, 1.61133, 3.22707)  -0.50
C (0.76893, 2.52799, 3.84365)  -0.94
C (2.23507, 1.94280, 3.73316)  -1.39
O (0.74911, 3.67726, 3.06523)  -0.72
H (-0.00780, 1.21928, 2.24940)  0.53
H (-1.24238, 2.13516, 3.28145)  0.61
H (-0.21677, 0.69581, 3.81430)  -0.15
H (0.54907, 2.75637, 4.88653)  0.54
H (2.97812, 2.64175, 4.11716)  0.35
H (2.60127, 1.69174, 2.73769)  1.08
H (2.29271, 1.04279, 4.34534)  0.25
H (1.18204, 3.46222, 2.23581)  0.56
C (-0.56830, 0.49249, -1.24185)  0.29
C (0.31856, -0.21826, -0.18830)  2.45
C (0.40615, 0.59958, 1.09410)  0.59
O (-0.29633, -1.42615, 0.11725)  1.82
H (-0.63124, -0.00700, -2.20862)  0.83
H (-0.14436, 1.47996, -1.42425)  -0.85
H (-1.60727, 0.59675, -0.92916)  0.70
H (1.27244, -0.50563, -0.63061)  -1.25
H (-0.57849, 0.82266, 1.50498)  -0.66
H (0.78290, 1.59189, 0.84613)  -0.18
H (1.07135, 0.14449, 1.82793)  -0.09
H (0.11636, -1.77965, 0.90865)  -0.08
C (-0.06389, 2.47297, -2.85290)  0.21
C (-0.86361, 3.72200, -2.49057)  -1.30
C (-1.09523, 4.58622, -3.77040)  -1.68
O (-2.14409, 3.40929, -2.06521)  -0.52
H (-0.44154, 1.90101, -3.70045)  1.44
H (-0.22719, 1.73323, -2.06917)  -2.04
H (0.99783, 2.71339, -2.90820)  0.75
H (-0.40700, 4.32935, -1.70907)  0.63
H (-0.14705, 4.66907, -4.30162)  0.35
H (-1.46387, 5.57162, -3.48546)  0.48
H (-1.79247, 4.16217, -4.49299)  0.35
H (-2.60394, 3.13628, -2.86246)  0.44
C (-1.12555, 2.90751, 0.35916)  2.38
C (-1.76393, 3.83875, 1.37045)  -0.17
C (-1.01573, 5.16245, 1.40656)  -1.85
O (-3.09490, 3.97113, 0.88086)  -0.68
H (-0.04617, 2.84162, 0.49587)  -0.70
H (-1.27742, 3.30073, -0.64604)  0.01
H (-1.55798, 1.90714, 0.33992)  -1.74
H (-1.78088, 3.36656, 2.35272)  0.57
H (-0.96025, 5.83205, 0.54828)  0.24
H (0.01007, 4.88720, 1.65166)  0.30
H (-1.18525, 5.70695, 2.33547)  0.52
H (-3.09257, 4.55357, 0.11774)  0.47
C (2.19475, 1.00971, -1.86268)  0.01
C (2.36858, 0.76397, -3.38872)  -1.17
C (1.16063, 0.13969, -4.03854)  -1.13
O (2.65330, 1.98886, -3.99358)  -0.58
H (2.30637, 0.13821, -1.21759)  -1.36
H (1.26245, 1.46112, -1.52333)  1.21
H (3.00742, 1.69976, -1.63576)  0.68
H (3.28596, 0.18932, -3.51638)  0.74
H (0.40002, 0.90740, -4.18061)  0.62
H (0.74341, -0.67484, -3.44645)  -0.12
H (1.42132, -0.16537, -5.05199)  0.84
H (3.07160, 1.76912, -4.82925)  0.50
O (-2.30834, -1.70932, -0.01036)  -0.77
H (-1.44620, -1.29351, -0.00418)  -0.69
H (-2.92655, -0.97944, -0.04680)  0.35
O (0.10576, -1.71243, 2.05099)  -0.26
H (0.04270, -2.65932, 2.17609)  0.73
H (-0.70725, -1.36698, 2.41964)  -0.07
O (2.70018, 1.25177, 0.95884)  -1.34
H (2.58077, 0.40142, 1.38177)  -0.87
H (3.42260, 1.11557, 0.34581)  0.29
O (1.74001, 3.11395, 1.37155)  -0.70
H (2.24941, 2.30492, 1.32441)  0.08
H (1.87596, 3.53300, 0.52175)  0.31
O (1.38668, -0.61189, 3.47121)  -0.73
H (2.16743, -0.42827, 2.94876)  0.74
H (0.78426, -1.03744, 2.86110)  0.22


[2]
Computed, not measured: a cluster of 4 separate species, C5H9NO2 in total at a distorted geometry, with the ωB97M-V functional and the def2-TZVPD basis.

Calculated values
**Spin multiplicity**: 1
**Total charge**: 0
**Orbital gap**: 8.86 eV

Last column: Mulliken charge in e.
Cartesian coordinates (Å):
C (1.76520, 0.19676, -1.23475)  -0.78
C (0.40405, -0.67091, -0.83837)  -0.02
C (-0.82534, 1.25207, -0.25992)  0.04
C (-0.54876, 0.62706, 1.00136)  0.10
C (0.14711, -0.81488, 0.60396)  -0.22
H (2.24956, 0.55244, 0.10064)  0.19
H (2.56990, -0.83916, -2.29078)  0.22
H (1.11793, 1.75066, -1.90889)  0.22
H (0.34768, -1.47247, -1.68937)  0.46
H (-1.31308, 2.38921, -0.27659)  0.25
H (0.07604, 0.96441, 1.83861)  0.31
H (-2.28803, -0.13579, 1.35752)  0.29
H (0.89383, -1.14224, 1.26835)  0.43
H (-1.39753, -1.88351, 1.35886)  0.30
N (-0.41106, 0.54649, -1.27028)  -0.66
O (-1.78567, 0.52892, 1.76260)  -0.53
O (-1.00182, -1.84906, 0.47704)  -0.61


[3]
Computed, not measured: the molecule C2H5N3O2 at a distorted geometry, with the ωB97M-V functional and the def2-TZVPD basis.

Calculated values
**SMILES string**: [H]/N=C\N(O)C(N)=O
**Spin multiplicity**: 1
**Total charge**: 0
**Orbital gap**: 9.53 eV

Last column: Mulliken charge in e.
Cartesian coordinates (Å):
H (-0.70887, 1.12941, -0.37824)  0.55
N (-0.90723, 1.67991, 0.71409)  -0.69
C (-0.36800, 0.69032, 1.33002)  -0.08
N (0.20819, -0.29017, 0.68163)  0.07
O (0.19276, -1.52385, 1.51995)  -0.50
C (0.12515, -0.50658, -0.81041)  0.33
N (0.34174, 0.66837, -1.50227)  -0.47
O (-0.14095, -1.60308, -1.23544)  -0.56
H (-0.66860, 0.46855, 2.33294)  0.39
H (0.19436, -2.42071, 0.82917)  0.38
H (0.62512, 0.44284, -2.39471)  0.29
H (1.10634, 1.26501, -1.08673)  0.28


[4]
Computed, not measured: the molecule C15H16N4S3 at a distorted geometry, with the ωB97M-V functional and the def2-TZVPD basis.

Calculated values
**SMILES string**: Cc1nc(CSc2nnc(Nc3cccc(C)c3C)s2)cs1
**Spin multiplicity**: 1
**Total charge**: 0
**Orbital gap**: 8.93 eV

Last column: Mulliken charge in e.
Cartesian coordinates (Å):
C (1.21974, 2.92627, -0.07072)  -1.22
C (2.20556, 1.85622, -0.34416)  0.68
N (1.95452, 0.78037, -0.99343)  -0.33
C (3.03076, -0.05174, -1.07389)  0.12
C (2.85370, -1.38652, -1.68959)  -0.92
S (2.42184, -2.61874, -0.36872)  -0.16
C (1.28306, -1.61610, 0.48516)  0.28
N (1.52884, -1.03153, 1.59448)  -0.29
N (0.55769, -0.25424, 2.03655)  -0.60
C (-0.48099, -0.22405, 1.25403)  0.48
N (-1.56468, 0.53029, 1.51850)  -0.18
C (-2.64608, 0.72082, 0.62822)  0.09
C (-2.87265, 2.00046, 0.13264)  -0.58
C (-3.90664, 2.22324, -0.75329)  -0.88
C (-4.70713, 1.16658, -1.14903)  -0.86
C (-4.51072, -0.10894, -0.64031)  0.98
C (-5.40852, -1.22979, -1.06556)  -1.48
C (-3.48255, -0.34132, 0.27986)  1.06
C (-3.31847, -1.69601, 0.89639)  -1.69
S (-0.32418, -1.23088, -0.17237)  -0.12
C (4.15170, 0.41881, -0.46103)  -0.33
S (3.85758, 1.95856, 0.23984)  -0.22
H (1.60031, 3.89132, -0.40112)  0.50
H (1.02703, 2.98570, 1.00055)  0.30
H (0.29398, 2.70021, -0.59448)  0.24
H (2.03699, -1.37582, -2.40957)  0.33
H (3.76756, -1.76738, -2.13840)  0.47
H (-1.40963, 1.24645, 2.21491)  0.28
H (-2.22851, 2.81089, 0.44265)  0.45
H (-4.08122, 3.21455, -1.14293)  0.38
H (-5.50501, 1.33750, -1.85665)  0.36
H (-6.07766, -0.90461, -1.85766)  0.40
H (-4.82445, -2.07476, -1.42581)  0.30
H (-6.01340, -1.57644, -0.22768)  0.32
H (-4.28420, -2.07821, 1.22178)  0.48
H (-2.65669, -1.65772, 1.75749)  0.46
H (-2.90607, -2.40245, 0.17584)  0.41
H (5.11005, -0.05063, -0.37513)  0.46